## a
Formula: C2H4N4
Source: OMol25
Level of theory: ωB97M-V/def2-TZVPD

Each atom is followed by the atoms it is bonded to, with distances in Å.
Geometry (Å):
1 H -1.301 -0.532 -2.418  N2 1.020
2 N -0.609 -0.628 -1.674  H1 1.020, N3 1.250
3 N -0.823 0.288 -0.850  N2 1.250, C4 1.414
4 C -0.040 0.308 0.327  N3 1.414, N5 1.404, C6 1.320
5 N -0.154 1.274 1.340  C4 1.404, H8 1.012, H9 1.013
6 C 0.717 -0.774 0.330  C4 1.320, N7 1.221
7 N 1.217 -1.791 -0.122  C6 1.221, H10 1.035
8 H -0.948 1.124 1.948  N5 1.012
9 H -0.216 2.204 0.940  N5 1.013
10 H 2.155 -1.473 0.179  N7 1.035

Computed properties:
orbital gap	9.014	eV
molecular weight	84.1	g mol⁻¹
structure (SMILES)	[H]/N=N/C(N)=C=N
spin multiplicity	1
E_HOMO	-8.6	eV
E_LUMO	0.410	eV

***

## b
Formula: C2H4N4
Source: OMol25
Level of theory: ωB97M-V/def2-TZVPD

Each atom is followed by the atoms it is bonded to, with distances in Å.
Geometry (Å):
1 C 0.515 1.331 -0.213  N2 1.488, H7 1.093, H8 1.092, H9 1.107
2 N -0.212 0.032 -0.202  C1 1.488, C3 1.309, N6 1.663
3 C 0.153 -0.943 0.591  N2 1.309, N4 1.328, H10 1.081
4 N -0.568 -2.055 0.516  C3 1.328, N5 1.340
5 N -1.498 -1.796 -0.413  N4 1.340, N6 1.229
6 N -1.503 -0.694 -0.958  N2 1.663, N5 1.229
7 H -0.125 2.153 0.119  C1 1.093
8 H 0.897 1.565 -1.209  C1 1.092
9 H 1.386 1.304 0.469  C1 1.107
10 H 0.984 -0.898 1.282  C3 1.081

Computed properties:
orbital gap	10.961	eV
molecular weight	84.1	g mol⁻¹
structure (SMILES)	Cn1cnnn1
spin multiplicity	1
E_HOMO	-10.3	eV
E_LUMO	0.668	eV

***

Most stable: b (next structure +37.8 kcal/mol)

***

## a
Formula: C3H8NO4
Source: OMol25
Level of theory: ωB97M-V/def2-TZVPD

Each atom is followed by the atoms it is bonded to, with distances in Å.
Geometry (Å):
1 O -1.368 2.507 0.086  C2 1.206
2 C -0.742 1.953 0.955  O1 1.206, O3 1.188, C4 1.660
3 O -0.455 2.100 2.098  C2 1.188
4 C -0.384 0.467 0.308  C2 1.660, C5 1.561, N7 1.550, H8 1.054
5 C 0.336 -0.367 1.414  C4 1.561, O6 1.495, H9 1.209, H10 1.102
6 O 0.968 -1.570 0.791  C5 1.495, H11 0.996
7 N 0.679 0.457 -0.820  C4 1.550, H12 1.031, H13 0.991
8 H -1.313 0.192 -0.105  C4 1.054
9 H -0.403 -0.888 2.215  C5 1.209
10 H 1.044 0.319 1.908  C5 1.102
11 H 0.651 -1.627 -0.151  O6 0.996
12 H 1.653 0.572 -0.502  N7 1.031
13 H 0.424 1.209 -1.413  N7 0.991
14 H 0.119 -1.479 -1.747  O16 1.027
15 H -0.816 -1.653 -2.755  O16 0.834
16 O -0.392 -2.192 -2.282  H14 1.027, H15 0.834

Computed properties:
orbital gap	7.522	eV
molecular weight	122.1	g mol⁻¹
total charge	-1
spin multiplicity	1
E_HOMO	-3.8	eV
E_LUMO	3.762	eV

***

## b
Formula: C3H8NO4
Source: OMol25
Level of theory: ωB97M-V/def2-TZVPD

Each atom is followed by the atoms it is bonded to, with distances in Å.
Geometry (Å):
1 O -2.001 1.677 -1.094  C2 1.241
2 C -1.348 0.768 -1.630  O1 1.241, O3 1.244, C4 1.615
3 O -1.013 0.572 -2.812  C2 1.244
4 C -0.733 -0.339 -0.628  C2 1.615, C5 1.503, N7 1.518, H8 1.086
5 C -1.038 0.035 0.795  C4 1.503, O6 1.477, H9 1.081, H10 1.084
6 O -0.654 -1.074 1.692  C5 1.477, H11 0.960
7 N 0.770 -0.198 -0.790  C4 1.518, H12 1.018, H13 1.008
8 H -0.994 -1.336 -0.969  C4 1.086
9 H -2.100 0.198 0.917  C5 1.081
10 H -0.300 0.772 1.091  C5 1.084
11 H 0.006 -1.609 1.244  O6 0.960
12 H 0.876 0.768 -1.092  N7 1.018
13 H 1.046 -0.688 -1.626  N7 1.008
14 H 2.170 0.456 1.008  O16 0.972
15 H 2.462 -0.362 2.201  O16 0.963
16 O 2.852 0.359 1.693  H14 0.972, H15 0.963

Computed properties:
orbital gap	7.948	eV
molecular weight	122.1	g mol⁻¹
total charge	-1
spin multiplicity	1
E_HOMO	-4.3	eV
E_LUMO	3.644	eV

***

Most stable: b (next structure +36.2 kcal/mol)

***

## a
Formula: CH2N2S2
Source: OMol25
Level of theory: ωB97M-V/def2-TZVPD

Each atom is followed by the atoms it is bonded to, with distances in Å.
Geometry (Å):
1 C -0.057 1.091 0.424  N2 1.247, S5 1.729, H6 0.982
2 N -1.276 0.991 0.183  C1 1.247, S3 1.558
3 S -2.058 -0.344 0.004  N2 1.558, N4 2.028
4 N -0.429 -1.438 0.519  S3 2.028, S5 1.764, H7 1.014
5 S 0.908 -0.328 0.216  C1 1.729, N4 1.764
6 H 0.462 1.920 0.513  C1 0.982
7 H -0.334 -2.326 0.041  N4 1.014

Computed properties:
orbital gap	7.732	eV
molecular weight	106.2	g mol⁻¹
structure (SMILES)	C1=NSNS1
spin multiplicity	1
E_HOMO	-7.7	eV
E_LUMO	-0.015	eV

***

## b
Formula: CH2N2S2
Source: OMol25
Level of theory: ωB97M-V/def2-TZVPD

Each atom is followed by the atoms it is bonded to, with distances in Å.
Geometry (Å):
1 C 1.149 0.240 0.277  N2 1.138, N3 1.331
2 N 1.831 1.036 0.719  C1 1.138
3 N 0.310 -0.549 -0.390  C1 1.331, S4 1.609
4 S 0.058 -2.094 -0.016  N3 1.609, H6 1.262
5 S -1.435 1.378 0.544  H7 1.211
6 H -0.778 -2.301 -0.939  S4 1.262
7 H -1.134 2.290 -0.194  S5 1.211

Computed properties:
orbital gap (alpha / beta)	7.235 / 7.490	eV
molecular weight	106.2	g mol⁻¹
spin multiplicity	1
E_HOMO (alpha / beta)	-9.3 / -9.8	eV
E_LUMO (alpha / beta)	-2.115 / -2.268	eV

***

## c
Formula: CH2N2S2
Source: OMol25
Level of theory: ωB97M-V/def2-TZVPD

Each atom is followed by the atoms it is bonded to, with distances in Å.
Geometry (Å):
1 C 0.368 -0.226 0.188  N2 1.438, S5 1.880, H6 1.021, H7 1.154
2 N 1.275 -0.706 -0.819  C1 1.438, N3 1.185
3 N 2.024 -1.575 -0.522  N2 1.185, S4 1.734
4 S 1.990 -2.339 1.034  N3 1.734, S5 2.057
5 S 0.227 -1.450 1.608  C1 1.880, S4 2.057
6 H 0.607 0.620 0.708  C1 1.021
7 H -0.621 -0.090 -0.390  C1 1.154

Computed properties:
orbital gap	8.854	eV
molecular weight	106.2	g mol⁻¹
structure (SMILES)	C1N=NSS1
spin multiplicity	1
E_HOMO	-8.5	eV
E_LUMO	0.356	eV

***

Most stable: c (next structure +17.5 kcal/mol)

***

## a
Formula: CH2N2S2
Source: OMol25
Level of theory: ωB97M-V/def2-TZVPD

Each atom is followed by the atoms it is bonded to, with distances in Å.
Geometry (Å):
1 C 1.334 1.236 -0.061  N3 1.208, S4 1.565
2 N 1.450 -1.124 -0.259  N3 1.223, H6 0.963
3 N 1.612 0.087 -0.308  C1 1.208, N2 1.223
4 S 1.338 2.796 -0.190  C1 1.565
5 S -3.352 -0.226 -0.213  H7 1.272
6 H 1.000 -1.513 0.499  N2 0.963
7 H -3.381 -1.257 0.531  S5 1.272

Computed properties:
orbital gap (alpha / beta)	7.481 / 5.871	eV
molecular weight	106.2	g mol⁻¹
spin multiplicity	1
E_HOMO (alpha / beta)	-9.0 / -8.5	eV
E_LUMO (alpha / beta)	-1.502 / -2.667	eV

***

## b
Formula: CH2N2S2
Source: OMol25
Level of theory: ωB97M-V/def2-TZVPD

Each atom is followed by the atoms it is bonded to, with distances in Å.
Geometry (Å):
1 N -1.006 0.732 0.364  C2 1.205, H4 0.938
2 C -0.432 1.047 1.374  N1 1.205, S3 1.564
3 S -0.017 1.551 2.796  C2 1.564
4 H -0.678 0.193 -0.330  N1 0.938
5 N 0.392 -0.906 -1.476  S6 1.546, H7 1.045
6 S 0.705 -2.074 -0.513  N5 1.546
7 H 1.036 -0.543 -2.215  N5 1.045

Computed properties:
orbital gap (alpha / beta)	7.356 / 7.325	eV
molecular weight	106.2	g mol⁻¹
structure (SMILES)	N=C=S.N=S
spin multiplicity	1
E_HOMO (alpha / beta)	-9.2 / -9.2	eV
E_LUMO (alpha / beta)	-1.867 / -1.834	eV

***

Most stable: b (next structure +53.0 kcal/mol)